1.
67
Properties=species:S:1:pos:R:3 method="wB97M-V/def2-TZVPD" charge=0 gap_ev=8.01 smiles="O=C1c2ccccc2C(=O)c2c1cccc2S(=O)(=O)F.ClCCl.ClCCl.ClCCl.ClCCl.ClCCl.ClCCl.ClCCl.ClCCl" lumo_ev=-1.15
O 4.5801 2.4280 1.0998
C 3.9895 1.7313 0.3186
C 2.7586 0.8606 0.7421
C 1.7144 1.3996 1.5902
C 0.5813 0.5422 1.9197
C 0.5402 -0.8218 1.4153
C 1.5804 -1.4031 0.5482
C 2.6899 -0.5226 0.2092
C 3.8587 -0.9440 -0.7329
O 4.3618 -2.0356 -0.7120
C 4.3192 0.1925 -1.7170
C 4.3924 1.5643 -1.1892
C 4.7702 2.7118 -1.9895
C 5.0896 2.4876 -3.3967
C 5.0173 1.1365 -3.9335
C 4.6398 -0.0207 -3.1208
S 4.5575 -1.6561 -3.8969
O 3.1621 -2.0589 -3.9560
O 5.0549 -1.5336 -5.2611
F 5.5095 -2.7254 -3.1520
H 1.8152 2.4621 1.9228
H -0.2224 0.9832 2.5390
H -0.3367 -1.4556 1.6666
H 1.5388 -2.4462 0.1657
H 4.7867 3.7284 -1.5456
H 5.3472 3.3745 -4.0214
H 5.2407 1.0264 -5.0238
C 0.5856 -2.9082 -5.9706
Cl -1.0323 -2.5351 -5.3597
Cl 0.5983 -3.0044 -7.7364
H 1.2700 -2.1264 -5.6548
H 0.9043 -3.8633 -5.5633
C -5.0781 -2.7126 -5.8071
Cl -6.1190 -4.0145 -5.2157
Cl -4.4484 -1.7403 -4.4739
H -4.2435 -3.1482 -6.3503
H -5.6558 -2.0729 -6.4683
C -0.1840 0.5119 5.9450
Cl 0.5814 2.0510 6.3555
Cl 0.3275 -0.0617 4.3457
H 0.0953 -0.2291 6.6894
H -1.2622 0.6458 5.9440
C 4.8387 0.0243 4.0252
Cl 3.7953 -0.3498 2.6421
Cl 4.6703 1.7144 4.5165
H 4.5611 -0.6134 4.8607
H 5.8726 -0.1609 3.7468
C -0.6855 5.2087 4.1660
Cl -0.1027 3.8768 3.1610
Cl -1.0330 6.6428 3.1943
H -1.5959 4.8971 4.6709
H 0.0773 5.4562 4.8990
C -5.0186 -5.5938 -1.9731
Cl -6.0583 -6.8968 -1.3806
Cl -4.3908 -4.6192 -0.6393
H -4.1839 -6.0283 -2.5161
H -5.5970 -4.9544 -2.6351
C -8.9588 -5.2221 0.4990
Cl -9.9985 -6.5243 1.0895
Cl -8.3265 -4.2493 1.8327
H -8.1250 -5.6574 -0.0444
H -9.5376 -4.5812 -0.1604
C -3.5566 8.7803 4.8281
Cl -3.6136 7.2391 5.6915
Cl -3.7575 10.1446 5.9330
H -2.5948 8.8682 4.3306
H -4.3567 8.8012 4.0934

=====

2.
13
Properties=species:S:1:pos:R:3 method="wB97M-V/def2-TZVPD" charge=-1 e_above_lowest_ev=3.174 gap_ev="5.64 / 7.47" lumo_ev="3.27 / 3.74"
C -0.4603 -0.8024 -0.0944
C -1.3931 0.4842 0.0609
N 0.7840 -0.8034 0.5659
N -0.7643 1.7158 -0.3215
O 2.2984 -0.1892 -1.4214
O 3.2386 0.0992 1.0083
P 2.1469 0.1129 0.0182
H -1.1173 -1.4743 0.4405
H -0.5458 -0.8998 -1.2012
H -2.3827 0.2243 -0.5091
H -1.6351 0.5093 1.2037
H 0.6965 -0.5610 1.5291
H -0.8656 1.5846 -1.2790

=====

3.
65
Properties=species:S:1:pos:R:3 method="wB97M-V/def2-TZVPD" charge=-1 gap_ev=6.97 lumo_ev=1.22
O -2.8650 -0.6256 -1.0950
C -2.6746 -0.0272 -2.1663
O -3.4154 -0.0180 -3.1263
N -1.3464 0.6910 -2.2060
F -0.6556 0.4576 -3.3864
S -1.4438 2.3344 -1.8487
O -0.2538 2.6651 -1.1575
O -2.5968 2.6331 -1.0860
F -1.5313 3.1866 -3.1726
C -5.8866 -5.7057 -3.0969
C -4.6065 -5.8270 -2.5747
C -3.5979 -4.9804 -3.0066
C -3.8869 -4.0186 -3.9556
C -5.1544 -3.8896 -4.4893
C -6.1590 -4.7403 -4.0562
N -2.8258 -3.1030 -4.3981
O -1.7183 -3.2551 -3.9196
O -3.1210 -2.2545 -5.2023
H -6.6748 -6.3642 -2.7539
H -4.3949 -6.5799 -1.8274
H -2.6027 -5.0754 -2.5984
H -5.3689 -3.1360 -5.2325
H -7.1566 -4.6476 -4.4639
C -0.2788 9.5000 -4.9862
C -0.7289 9.3939 -3.6776
C -0.5254 8.2219 -2.9664
C 0.1320 7.1702 -3.5762
C 0.5796 7.2583 -4.8809
C 0.3711 8.4317 -5.5884
N 0.3703 5.9332 -2.8153
O -0.0526 5.8856 -1.6818
O 0.9778 5.0445 -3.3712
H -0.4344 10.4184 -5.5383
H -1.2369 10.2265 -3.2098
H -0.8768 8.1409 -1.9483
H 1.0879 6.4288 -5.3502
H 0.7187 8.5143 -6.6094
C -0.7448 -1.7657 0.7190
C 0.5070 -2.2464 0.3494
C 1.3839 -2.7228 1.3097
C 0.9941 -2.7168 2.6398
C -0.2465 -2.2345 3.0263
C -1.1151 -1.7578 2.0589
N 1.9057 -3.2411 3.6546
O 2.9993 -3.6417 3.2878
O 1.5266 -3.2543 4.8111
H -1.4375 -1.3955 -0.0395
H 0.7958 -2.2507 -0.6931
H 2.3546 -3.0948 1.0159
H -0.5418 -2.2282 4.0655
H -2.0873 -1.3805 2.3453
C 4.2757 -3.1194 6.1737
C 4.6834 -2.0072 5.4524
C 5.3945 -0.9949 6.0763
C 5.6901 -1.1117 7.4239
C 5.2815 -2.2101 8.1594
C 4.5706 -3.2176 7.5277
N 6.4631 -0.0539 8.0851
O 6.7924 0.9066 7.4208
O 6.7340 -0.2005 9.2605
H 3.7298 -3.9073 5.6796
H 4.4523 -1.9343 4.3989
H 5.7114 -0.1316 5.5098
H 5.5119 -2.2916 9.2116
H 4.2490 -4.0837 8.0900

=====

4.
40
Properties=species:S:1:pos:R:3 method="wB97M-V/def2-TZVPD" charge=+1 gap_ev=7.35 lumo_ev=-3.63
Ni 0.6216 -0.0795 0.2578
C -2.7543 2.9256 -0.1254
C -1.5304 2.3383 0.2080
N -1.1798 1.1013 -0.1066
C -2.0990 0.3852 -0.8008
C -3.3506 0.8804 -1.1817
C -3.6706 2.1964 -0.8231
C -4.2590 0.0475 -1.9157
C -3.9205 -1.2110 -2.2441
C -2.6432 -1.7437 -1.8665
C -2.2495 -3.0507 -2.1891
C -1.0181 -3.4853 -1.7959
C -0.1863 -2.6156 -1.0841
N -0.5202 -1.3806 -0.7614
C -1.7431 -0.9487 -1.1512
H -2.9490 3.9448 0.1761
H -0.8323 2.9300 0.7524
H -4.6307 2.6135 -1.1016
H -5.2214 0.4554 -2.1983
H -4.6021 -1.8443 -2.7980
H -2.9228 -3.6946 -2.7426
H -0.6694 -4.4835 -2.0203
H 0.7734 -2.9353 -0.7702
S 4.5889 -1.5191 1.4671
C 3.9247 -2.8404 0.6436
C 2.6702 -2.5812 0.1813
C 2.1900 -1.2618 0.4891
C 3.1620 -0.6081 1.1861
C 2.9821 0.7394 1.6389
C 3.9345 1.4613 2.3515
C 3.6607 2.7513 2.7384
C 2.4314 3.2957 2.4018
C 1.5433 2.5168 1.6960
N 1.7856 1.2563 1.3067
H 4.4889 -3.7545 0.5357
H 2.1651 -3.3611 -0.3551
H 4.8810 0.9951 2.5918
H 4.3900 3.3276 3.2932
H 2.1585 4.3039 2.6778
H 0.6005 2.9332 1.4384

=====

Calculated values (Ha) of E_tot for the records, taken in order: -9014.04291; -681.16609; -2738.88292; -2879.24136.
Calculated values (eV/Å) of max |F| for the records, taken in order: 4.52; 2.90; 2.91; 0.63.